#a
Density functional theory data (the ωB97M-V functional and the def2-TZVPD basis) for the ion C6H10N with charge +1.

2S+1: 1
Gap between HOMO and LUMO in eV: 9.03
HOMO level in eV: -13.955
Charge: +1

XYZ file:
```
17
C6H10N (the ωB97M-V functional and the def2-TZVPD basis)
C -0.67443 -1.07534 2.10093
C -0.03306 -0.70368 0.98068
C 0.75600 -1.43333 -0.09771
N 0.79890 -0.24414 -0.84946
C 0.99650 -0.01278 -2.05709
C 0.33315 0.58020 0.30931
C -0.86086 1.53867 -0.05363
H -0.98966 -0.21325 2.60455
H -1.04932 -2.02403 2.43894
H 1.75386 -1.81510 0.26257
H 0.29638 -2.34697 -0.58043
H 1.10032 0.99533 -2.38555
H 0.98162 -0.97407 -2.60110
H 1.05627 1.11177 1.01149
H -1.69283 1.15070 -0.67085
H -0.64912 2.55951 -0.35044
H -1.45129 1.62697 0.88512
```

Atom charges from the natural (NBO) analysis, given in e for atoms 1 to 4: C -0.33; C -0.02; C -0.29; N -0.21

---

#b
Density functional theory data (the ωB97M-V functional and the def2-TZVPD basis) for the ion C6H10N with charge +1.

2S+1: 1
Gap between HOMO and LUMO (spin up / spin down) in eV: 6.46 / 6.46
HOMO level (spin up / spin down) in eV: -13.682 / -13.682
Charge: +1

XYZ file:
```
17
C6H10N (the ωB97M-V functional and the def2-TZVPD basis)
C 0.45175 1.28961 -1.91379
C -0.29783 2.29067 -2.11411
C 0.92898 -0.04433 0.13058
C -0.17445 -1.24023 0.18199
C 1.11615 0.32524 -1.35102
C -0.90052 -1.12233 2.30442
N -0.00661 -1.62898 1.45237
H -0.98395 2.27589 -2.89039
H 0.04860 3.30006 -1.95502
H 0.58113 0.83678 0.60666
H 1.87126 -0.21906 0.58307
H -1.01598 -0.66122 -0.02625
H -0.01246 -2.04297 -0.52211
H 1.90739 -0.06332 -1.95190
H -1.53881 -0.32781 1.79515
H -1.53826 -2.05973 2.34206
H -0.43641 -0.90830 3.32830
```

Atom charges from the natural (NBO) analysis, given in e for atoms 1 to 4: C 0.17; C -0.45; C -0.32; C -0.26

---

#c
Density functional theory data (the ωB97M-V functional and the def2-TZVPD basis) for the ion C6H10N with charge +1.

2S+1: 1
Gap between HOMO and LUMO in eV: 9.98
HOMO level in eV: -13.383
Charge: +1

XYZ file:
```
17
C6H10N (the ωB97M-V functional and the def2-TZVPD basis)
C -2.34646 -0.41603 0.39908
C -1.63598 -1.22813 -0.43633
C -0.47464 -0.23705 -0.73462
C 0.65996 -0.32370 0.19843
C 2.04215 -0.68158 -0.16816
N 1.68843 0.66564 0.35727
C -1.58870 0.88055 0.30191
H -3.25484 -0.56296 0.84505
H -1.92924 -2.28873 -0.71014
H -0.28829 0.23934 -1.71890
H 0.24803 -0.73153 1.18045
H 2.84188 -1.27983 0.35988
H 2.17350 -0.55227 -1.33739
H 2.00915 0.70061 1.28886
H 1.87144 1.46456 -0.24215
H -2.10834 1.55887 -0.32233
H -0.99162 1.32888 1.06234
```

Atom charges from the natural (NBO) analysis, given in e for atoms 1 to 4: C -0.16; C -0.21; C -0.26; C -0.07

---

#d
Density functional theory data (the ωB97M-V functional and the def2-TZVPD basis) for the ion C6H10N with charge +1.

2S+1: 1
Gap between HOMO and LUMO in eV: 9.48
HOMO level in eV: -13.090
Charge: +1

XYZ file:
```
17
C6H10N (the ωB97M-V functional and the def2-TZVPD basis)
C -1.88818 1.17055 0.15746
C -0.83948 0.35942 0.09397
C -0.93903 -1.14639 -0.02092
N 0.39239 -1.59664 -0.52423
C 1.40656 -0.67209 0.03074
C 0.56323 0.74279 0.13797
C 1.13022 1.92955 0.25860
H -2.89801 0.80010 0.12544
H -1.76403 2.23319 0.25564
H -1.12169 -1.59058 0.96172
H -1.73652 -1.45526 -0.69661
H 0.59165 -2.56665 -0.26421
H 0.39957 -1.54101 -1.54865
H 2.27129 -0.56110 -0.61517
H 1.70190 -0.98535 1.02859
H 2.19724 2.05636 0.29018
H 0.53289 2.82311 0.32949
```

Atom charges from the natural (NBO) analysis, given in e for atoms 1 to 4: C -0.28; C -0.11; C -0.25; N -0.49

---

Tell me which of them is the most stable. Sure, it is #d.

---

#a
Density functional theory data (the ωB97M-V functional and the def2-TZVPD basis) for a cluster of 2 separate species, CH5NP2 in total.

2S+1: 1
Gap between HOMO and LUMO (spin up / spin down) in eV: 8.13 / 6.43
HOMO level (spin up / spin down) in eV: -8.623 / -7.230

XYZ file:
```
9
CH5NP2 (the ωB97M-V functional and the def2-TZVPD basis)
C -1.74285 -0.22470 0.00121
N 1.50800 1.26452 1.15670
P 0.06850 1.66443 1.62837
P 2.42793 0.88261 -0.18294
H -0.72039 -0.28626 -0.26410
H -1.98966 -0.99973 0.63514
H -2.51005 0.51479 -0.17913
H 3.40315 0.39035 0.58445
H 1.86379 -0.33803 -0.64690
```

Atom charges from the natural (NBO) analysis, given in e for atoms 1 to 4: C -0.57; N -1.24; P 0.80; P 0.60

---

#b
Density functional theory data (the ωB97M-V functional and the def2-TZVPD basis) for a cluster of 2 separate species, CH5NP2 in total.

2S+1: 1
Gap between HOMO and LUMO (spin up / spin down) in eV: 6.63 / 6.63
HOMO level (spin up / spin down) in eV: -7.370 / -7.373

XYZ file:
```
9
CH5NP2 (the ωB97M-V functional and the def2-TZVPD basis)
C 1.90467 -0.51192 0.06004
N -2.40387 0.22194 0.09113
P -3.19494 1.57128 0.23707
P -1.73408 -1.14579 -0.06407
H 0.99713 -0.63108 0.55244
H 1.65012 -1.03188 -0.79613
H 2.25884 0.44739 -0.29604
H -2.05675 2.16184 -0.38443
H 2.57888 -1.08176 0.59998
```

Atom charges from the natural (NBO) analysis, given in e for atoms 1 to 4: C -0.85; N -1.16; P 0.50; P 0.71

---

Tell me which of them is the most stable. Sure, it is #b.

---

#a
Density functional theory data (the ωB97M-V functional and the def2-TZVPD basis) for a cluster of 2 separate species, CH3INOP in total.

2S+1: 1
Gap between HOMO and LUMO (spin up / spin down) in eV: 7.32 / 7.32
HOMO level (spin up / spin down) in eV: -8.499 / -8.497

XYZ file:
```
8
CH3INOP (the ωB97M-V functional and the def2-TZVPD basis)
C -1.17078 0.33228 0.02437
N 0.33127 -1.10598 -0.23255
O -0.70140 1.39112 0.07399
P 1.64116 -0.07445 -0.21800
I -3.18723 -0.19345 -0.13977
H 0.52574 -1.86864 0.55721
H 1.46046 0.74432 1.02131
H 1.10077 0.77480 -1.08657
```

Atom charges from the natural (NBO) analysis, given in e for atoms 1 to 4: C 0.48; N -1.03; O -0.51; P 0.58

---

#b
Density functional theory data (the ωB97M-V functional and the def2-TZVPD basis) for the molecule CH3INOP.

2S+1: 1
Gap between HOMO and LUMO in eV: 8.62
HOMO level in eV: -9.313

XYZ file:
```
8
CH3INOP (the ωB97M-V functional and the def2-TZVPD basis)
O -0.57713 -1.58385 -0.12520
C -0.80051 -0.44994 -0.15902
I -3.19731 0.39912 -0.12150
N -0.06619 0.59784 -0.22511
P 1.73421 0.47150 -0.06241
H -0.62455 1.37446 0.09367
H 1.78409 -0.74959 -0.78480
H 1.74740 -0.05953 1.38436
```

Atom charges from the natural (NBO) analysis, given in e for atoms 1 to 4: O -0.50; C 0.78; I -0.30; N -0.91

---

Tell me which of them is the most stable. Sure, it is #b.

---

#a
Density functional theory data (the ωB97M-V functional and the def2-TZVPD basis) for a structure of composition C10H13NOP.

2S+1: 1
Gap between HOMO and LUMO in eV: 7.64
HOMO level in eV: -13.625
Charge: +1

XYZ file:
```
26
C10H13NOP (the ωB97M-V functional and the def2-TZVPD basis)
C -1.95566 3.38055 0.02531
C -1.80800 2.00601 -0.16591
C -0.91168 4.20374 0.38869
C 0.60516 1.99035 0.36465
C -0.57302 1.45738 0.01772
C 2.90591 -1.12881 -0.54355
C 0.35530 -3.15752 -0.75341
C 0.49556 -1.81731 1.38731
C -0.62908 -0.89670 -0.67588
C 0.51324 -1.73986 -0.14331
N 1.71390 -1.11685 -0.59838
O 4.03988 -0.94267 -0.60582
P 0.72530 3.72350 0.68181
H -2.93767 3.80156 -0.13660
H -2.66664 1.42188 -0.45072
H -1.12357 5.26078 0.50530
H 1.51139 1.41165 0.45163
H 0.34337 -3.89852 0.04029
H -0.56256 -3.25278 -1.32757
H 1.18983 -3.37161 -1.41539
H 1.33180 -2.42256 1.72602
H -0.42596 -2.27736 1.73123
H 0.58179 -0.82989 1.83601
H -0.55633 0.19139 -0.20532
H -0.55376 -0.72962 -1.74825
H -1.60850 -1.26671 -0.38587
```

Atom charges from the natural (NBO) analysis, given in e for atoms 1 to 4: C -0.14; C -0.27; C -0.56; C -0.62

---

#b
Density functional theory data (the ωB97M-V functional and the def2-TZVPD basis) for the ion C10H13NOP with charge +1.

2S+1: 1
Gap between HOMO and LUMO (spin up / spin down) in eV: 6.71 / 6.71
HOMO level (spin up / spin down) in eV: -12.015 / -12.014
Charge: +1

XYZ file:
```
26
C10H13NOP (the ωB97M-V functional and the def2-TZVPD basis)
C -2.64703 -0.41818 -3.27950
C -2.21154 -1.34404 -2.38998
C -2.77103 0.88985 -2.85669
C -1.10605 -1.33813 -0.13838
C -1.64352 -0.76380 -1.19450
C -1.20459 -1.01101 2.12629
C 1.45905 -0.16970 2.36003
C 1.39744 -0.20378 -0.18318
C 0.20846 1.68458 1.07732
C 0.62806 0.23189 1.06530
N -0.56709 -0.68643 1.07924
O -1.63612 -1.32699 3.14994
P -2.18073 1.06408 -1.25663
H -3.21630 -0.78931 -4.21959
H -1.88673 -2.34536 -2.73931
H -3.25441 1.73095 -3.39275
H -0.94171 -2.39603 -0.15571
H 1.65767 -1.20904 2.26537
H 2.27808 0.47513 2.41454
H 0.95600 -0.01431 3.26821
H 0.94698 0.04983 -1.15452
H 1.51948 -1.24763 0.02053
H 2.37358 0.23538 -0.21830
H 1.04238 2.12475 0.47270
H -0.73118 1.84089 0.64280
H 0.25902 1.91404 2.09437
```

Atom charges from the natural (NBO) analysis, given in e for atoms 1 to 4: C -0.17; C -0.25; C -0.56; C 0.00

---

Tell me which of them is the most stable. Sure, it is #a.